12
Properties=species:S:1:pos:R:3:forces:R:3 method="wB97M-V/def2-TZVPD" homo_lumo_gap_ev="7.45 / 7.45" relative_energy_kj_mol=604.2 energy_ha=-248.38557 charge=+1
C -0.291577 -1.096326 -0.465285 3.8385 -7.0156 8.8177
C 0.355987 0.318688 0.844683 -0.1577 -3.3954 -1.9997
C -0.194157 0.294872 -0.414435 -0.4281 -0.7855 0.0870
C 0.719157 -1.099840 1.329837 -0.2861 2.8790 -3.1185
C -0.785340 1.082691 -1.459749 2.1690 4.1922 1.2139
N 0.113240 -2.049025 0.467456 -3.8541 2.9654 -8.2330
H 0.584952 1.114128 1.411122 0.7810 3.1301 1.6270
H 1.743679 -1.309086 1.111661 1.3715 0.3471 -0.1192
H 0.581083 -1.366252 2.290459 -0.9874 -0.5373 3.4934
H -0.582232 0.807928 -2.435044 0.8158 -0.8759 -1.8299
H -0.450174 2.141564 -1.312702 -0.1315 -0.7566 -0.4145
H -1.794619 1.160658 -1.368002 -3.1308 -0.1477 0.4756

12
Properties=species:S:1:pos:R:3:forces:R:3 method="wB97M-V/def2-TZVPD" multiplicity=3 homo_lumo_gap_ev="7.26 / 8.69" relative_energy_kj_mol=618.1 energy_ha=-248.22373 s2=2.007 charge=+1
C -0.799413 1.649608 -0.018261 -0.2967 -3.0719 0.4350
C -1.973574 -0.122610 -0.023926 0.0000 5.1840 1.2986
C -0.889568 -1.018675 -0.078064 1.6036 -2.8591 -0.8081
C 0.286466 -0.385564 0.619089 0.1229 -0.6173 -0.1865
C 0.314112 1.079265 0.380176 -0.3822 -2.3978 1.3645
N 1.485956 0.228555 -0.109050 -0.7572 0.1406 -2.8963
H -1.073665 2.535411 -0.477670 -0.5566 1.4595 -0.8751
H -1.038453 -1.993822 0.476974 -0.3065 0.7339 -1.1941
H -0.754237 -1.109691 -1.178242 0.5803 -0.8853 0.3267
H 0.519806 -1.076424 1.452085 0.6585 1.6204 0.1934
H 2.470233 0.009579 0.122048 -0.5404 0.8119 1.0331
H 1.452335 0.204363 -1.165156 -0.1257 -0.1189 1.3088